{
  "formula": "C30H75F4KN2O28P5S4",
  "method": "ωB97M-V/def2-TZVPD",
  "symbols": ["H", "H", "O", "F", "C", "H", "H", "C", "O", "H", "H", "H", "H", "N", "C", "O", "H", "C", "C", "H", "O", "O", "H", "H", "C", "P", "H", "O", "O", "C", "H", "H", "H", "H", "H", "H", "H", "C", "H", "H", "C", "C", "C", "P", "H", "C", "H", "H", "C", "H", "H", "H", "O", "H", "C", "C", "H", "H", "H", "H", "H", "O", "H", "H", "H", "O", "H", "H", "C", "O", "C", "N", "H", "H", "C", "H", "H", "C", "H", "H", "C", "H", "O", "O", "F", "H", "F", "H", "C", "C", "H", "H", "H", "C", "O", "H", "O", "O", "O", "P", "O", "H", "C", "O", "H", "O", "H", "P", "C", "S", "H", "H", "H", "C", "H", "H", "S", "H", "O", "K", "O", "C", "H", "O", "H", "O", "S", "H", "H", "O", "C", "H", "H", "C", "H", "H", "F", "O", "H", "H", "H", "H", "P", "C", "O", "H", "H", "O", "S"],
  "coordinates": [[5.89261, -0.09928, -0.38053], [7.79191, -5.48811, -2.26861], [3.49546, -2.56232, 2.20443], [5.01350, -0.68008, 2.04924], [-8.82201, -1.88621, 4.51538], [-7.43009, -1.37259, 2.93383], [9.65105, -4.07877, -4.18475], [1.01339, 2.80548, 1.18401], [-2.23461, 1.30822, -4.02918], [0.75400, 7.76120, -0.06718], [-9.19204, -0.86113, 4.49570], [-1.61958, -2.41446, 2.17961], [6.21785, 0.39734, -3.19254], [2.79441, -0.09567, 2.83983], [0.60317, 0.18341, -3.20160], [7.76900, -3.46527, -2.43024], [-3.05957, -4.45895, -3.49897], [1.44779, 7.25058, 0.60068], [-3.28258, -3.44203, -3.82182], [-8.12568, -2.95412, -0.49488], [1.02124, -1.68927, 3.78120], [3.44005, 4.04095, -0.49068], [4.98850, -2.45111, -0.91686], [-2.52356, 0.06011, -6.68199], [-2.00113, -2.57095, -3.99635], [6.94875, -2.30404, -3.16803], [0.82184, 6.68597, 1.29170], [-4.08502, -2.73820, -2.88655], [-5.52005, 0.34676, 6.47073], [-4.05102, 0.08273, 3.84770], [1.66969, 4.71608, -6.88548], [-0.71142, -2.98366, -0.21285], [0.16351, 0.93730, -2.54857], [9.77168, -5.79011, -3.77453], [4.14629, 3.97406, -3.84322], [-4.00504, -0.48155, 2.91627], [2.53211, 5.08322, -2.01424], [2.16856, 0.18304, -3.03899], [-6.86127, -3.97603, 0.09001], [-0.45042, -1.30244, -6.19809], [3.25841, -3.05538, -1.75136], [-0.63328, -0.83739, -7.16679], [-2.94870, 1.15285, 3.71532], [-3.86629, -3.22604, -1.39213], [-9.44178, -2.54511, 3.90723], [0.77656, 4.68349, -6.26149], [-4.57169, -1.34376, 8.07443], [5.17270, -4.12952, -1.63851], [2.44641, 8.16655, 1.35887], [2.93853, 7.66929, 2.19473], [7.26665, -4.75500, -3.84597], [-0.94734, -1.59274, -7.88715], [0.84881, -2.28367, 8.28921], [-2.73276, 1.67352, 4.64826], [3.01000, 4.12896, -1.79262], [5.51902, 0.40624, -1.27102], [-8.77467, -2.37098, 5.49050], [-5.55804, -1.03957, 9.51079], [-2.25121, -1.51017, -3.97865], [1.34048, 2.63259, -5.81104], [2.92792, -3.52695, -2.67683], [-5.31667, 0.65609, 3.91803], [-0.07554, 4.48123, -6.91043], [-3.24008, 1.94560, 3.02630], [-3.73912, -0.63411, 4.60727], [3.18464, 4.67519, 2.03236], [2.56281, -0.79407, -3.31815], [2.84570, -3.61815, -0.91407], [-7.13593, -2.92912, -0.03896], [-2.22511, 0.64735, 7.62938], [9.48652, -4.80968, -3.39304], [0.40279, 0.24935, 7.75723], [0.14516, -0.74523, -2.86106], [4.80677, 3.06501, -2.46187], [4.79053, -3.11571, -1.75782], [-7.08593, -2.36528, 0.89253], [2.95328, -2.00951, -1.71741], [-2.07244, -2.01342, 1.27287], [1.92875, 2.22791, 1.05505], [2.41871, 0.19766, -1.97818], [0.00771, 2.12531, 0.27250], [2.71517, 0.91386, -3.63499], [-7.58768, 1.04949, 5.02925], [7.28434, -1.06743, -2.11055], [1.57645, -0.37402, 9.47117], [4.90456, 4.84260, -2.59525], [-0.79603, 0.89171, 5.70982], [-2.10820, -3.97716, 0.29816], [6.63892, 0.22658, -2.20176], [-5.12993, -0.58213, 8.61885], [2.28992, 3.33591, -1.99426], [0.05173, 1.03653, 0.24566], [-4.40491, 0.15807, 8.95731], [-6.16655, 0.18524, 7.71671], [2.26938, 6.21709, -0.07820], [0.36194, -0.60133, -7.54351], [-1.19309, -1.38174, 6.38822], [0.78930, -0.98374, 1.36459], [5.35850, -2.62918, -2.98004], [-0.95423, 1.62970, -4.76606], [-1.09195, 1.56221, -6.40588], [-1.30548, -2.81714, -3.19412], [4.27503, 3.96832, -2.76086], [3.39451, -0.79236, 0.40821], [5.18647, 1.40057, -0.97299], [-6.50090, -1.37426, 4.86263], [-6.94736, -0.54168, 7.49302], [2.58371, 4.79975, 0.64898], [-1.55001, 0.33198, -7.08990], [-1.09020, -0.06704, 7.03365], [-2.00707, 0.65813, 3.47722], [1.89110, 8.96857, 1.84518], [-6.44495, -2.82460, -1.94452], [7.99742, -4.74314, -3.03731], [7.37046, 1.02757, -2.09512], [0.63618, 5.60616, -5.69839], [0.29563, -0.98134, 8.66421], [-7.03485, -2.87901, 3.87852], [-4.95158, -2.32028, -0.51063], [4.06896, 2.27146, 3.04565], [0.25869, 0.59098, -4.50184], [-7.40025, -1.85263, 3.91198], [0.29258, 2.34785, -0.75581], [-0.69666, -1.06367, 9.70360], [-3.80963, -3.61253, -4.76057], [-0.33209, 3.11463, -4.54875], [1.44461, -0.76448, 2.68672], [-6.46140, -1.16647, -1.11375], [3.21059, 8.56242, 0.68999], [1.13401, 4.04704, 0.60187], [0.87968, 3.46134, -5.27350], [4.64602, -0.16365, -1.58914], [-1.01855, 2.47264, 0.39188], [-1.75801, -2.96591, 0.09117], [0.81886, 2.85655, 2.25529], [-6.50359, 1.14200, 8.11561], [0.54556, 0.50417, 3.07921], [7.35656, -2.15197, -4.57742], [-3.08637, -1.90138, 1.65690], [-1.53829, -2.84503, -4.94438], [10.23767, -4.64064, -2.62149], [-1.70516, -1.00594, 1.07747], [-6.37916, 0.20711, 5.05388], [-6.24046, -2.23210, -1.05277], [-3.97800, -4.74282, -1.24647], [1.64945, 3.50544, -4.50304], [-1.75452, 0.62660, -8.11921], [-2.52242, -2.50997, -1.04595], [3.47249, -1.16681, 1.79396]],
  "forces_ev_per_a": [[-0.475, 0.137, 0.570], [-0.404, -0.019, -0.121], [-0.538, 2.386, -0.693], [-0.429, 0.024, 0.642], [0.700, -0.183, -0.850], [0.557, 0.247, 0.123], [0.217, -0.016, -0.038], [-0.337, -2.382, -0.267], [2.816, 0.996, -1.197], [0.638, -0.169, -0.526], [-0.319, -0.229, 0.501], [0.763, 0.171, -0.078], [0.395, -0.357, -0.532], [3.067, -1.018, -1.986], [1.333, 1.334, 1.581], [-0.703, 1.424, 0.924], [0.140, 0.101, 0.425], [1.336, -0.730, 1.556], [1.476, 0.578, -0.785], [-0.420, 0.226, 0.493], [2.178, 1.868, -3.220], [0.420, 0.935, 2.952], [1.125, -0.219, 0.056], [0.084, -0.024, 0.325], [-0.452, -1.297, -0.393], [0.031, 0.380, 1.120], [-0.125, 0.274, 0.217], [-1.004, -0.333, 0.475], [-0.290, 0.318, -3.320], [2.698, -0.153, -1.314], [0.057, 0.072, 0.202], [-0.072, 0.223, 0.248], [0.215, 0.006, 0.477], [-0.319, -0.149, -0.280], [-0.800, -0.274, 0.132], [-0.244, -0.134, -0.142], [0.004, -0.057, 0.126], [-1.102, -1.263, 0.066], [0.364, 0.152, 0.125], [-0.214, -0.098, -0.055], [0.685, -0.396, -1.323], [1.566, -0.574, 0.577], [-0.433, 0.076, 0.809], [-1.895, -1.535, 1.138], [-0.160, 0.188, -0.231], [-0.465, -1.398, 1.434], [-0.281, 0.112, -0.235], [-0.079, 0.078, 0.442], [-0.974, -0.161, -0.093], [0.003, -0.457, -0.278], [0.574, -0.909, -0.449], [-0.670, 0.049, 0.175], [-1.149, 1.857, -0.595], [-0.326, -0.188, 0.217], [0.441, -0.325, -4.071], [-0.558, -1.508, 1.793], [-0.051, 0.490, 0.192], [-0.339, 0.075, -0.080], [-0.020, -0.051, -0.026], [-0.944, -0.470, -0.476], [-0.434, 0.070, -0.062], [-2.099, 0.086, 1.798], [-0.039, 0.212, 0.012], [0.097, -0.303, -0.467], [-0.630, 0.189, 0.561], [-0.370, 0.438, -2.410], [-0.065, -0.004, -0.497], [0.164, 0.199, 0.107], [-0.511, 0.510, -0.409], [1.958, -1.844, -0.799], [-0.206, -0.203, -1.255], [-4.335, -0.143, -2.967], [0.081, -0.261, -0.607], [0.089, 0.074, -0.130], [-0.695, 0.104, 1.004], [-0.359, -0.348, 0.118], [-0.169, -0.343, 0.123], [0.740, -0.435, 0.401], [0.455, -0.092, 0.080], [-0.055, 0.597, 0.111], [-0.433, -0.808, -0.357], [-0.351, 0.323, 0.212], [0.273, -0.934, -0.319], [-0.656, -1.059, -1.013], [0.354, -0.399, 0.870], [0.245, -0.101, 0.297], [-0.014, -0.596, 1.090], [0.333, -0.120, 0.197], [0.215, 0.928, -2.223], [-0.258, 1.415, 0.014], [-0.087, -0.097, 0.009], [-0.164, -0.033, 0.814], [0.208, -0.183, 0.024], [0.795, -2.622, 0.401], [-0.009, -0.916, 0.913], [0.083, 0.554, 0.045], [-0.408, 2.130, 1.790], [2.999, -0.275, 1.787], [1.211, 0.781, -0.757], [-1.845, -0.914, -0.595], [0.558, -0.846, 1.194], [0.005, 0.243, -0.049], [-0.599, 0.480, 1.408], [-0.691, -0.320, 0.786], [0.393, 0.172, -0.424], [0.867, 2.080, 0.971], [-0.805, 0.416, 0.636], [-1.282, -0.689, 0.386], [-0.915, 0.872, -0.341], [-1.052, 2.728, -3.817], [-0.082, 0.095, -0.420], [-0.020, 0.291, -0.291], [0.764, 0.634, -0.627], [0.778, 0.510, 0.716], [0.488, -0.442, 0.250], [-0.011, 0.041, -0.250], [5.557, -4.235, 5.544], [-0.307, -0.161, -1.004], [2.988, -1.430, -2.002], [-0.125, 0.139, 0.002], [-0.878, 0.357, -1.609], [-1.682, -2.192, 0.526], [0.096, 0.470, -0.040], [-0.729, 0.558, -0.984], [-0.345, 0.647, 0.033], [-0.424, -1.107, -0.888], [-12.433, -2.245, 3.669], [-0.252, -0.153, -0.514], [-0.181, 0.080, -0.025], [2.064, 3.940, -0.494], [1.180, 0.045, -0.332], [0.013, 0.104, 0.009], [0.064, -0.059, 0.211], [-1.288, 0.591, 1.195], [-0.479, 0.045, -0.129], [-0.088, -0.196, -0.013], [0.535, 0.793, 0.342], [-0.763, 0.272, 0.828], [-0.516, -0.450, -1.090], [0.160, 0.143, -0.058], [-0.707, 0.349, 0.549], [0.170, -0.150, 0.054], [2.046, 1.761, 1.541], [-1.548, -0.992, 1.318], [0.372, 3.405, 0.060], [-0.058, 1.104, 0.289], [0.053, 0.537, 0.105], [0.359, -0.330, -0.196], [5.353, -1.181, -1.392]],
  "mulliken_charge": [0.336, 0.277, -0.641, -0.405, -1.298, 0.170, 0.288, 0.513, -0.743, 0.380, 0.335, 0.438, 0.375, -0.005, 0.108, -0.272, 0.426, -0.268, -0.846, 0.467, -0.581, -0.165, 0.103, 0.297, -0.492, 0.828, 0.255, -0.318, -0.100, 0.513, 0.370, 0.187, 0.032, 0.385, 0.329, -0.201, 0.429, -0.788, 0.321, -0.077, -0.654, -0.798, -1.041, 0.461, 0.429, -1.244, 0.258, 0.471, -1.086, 0.268, 0.385, 0.424, -0.618, 0.317, 0.375, 0.006, 0.278, 0.400, 0.239, 0.268, 0.445, -0.367, 0.323, 0.397, 0.370, -0.850, 0.628, 0.407, -0.887, -0.532, -1.205, -0.287, -0.125, -0.104, -0.087, -0.082, -0.296, -0.383, -0.391, -0.037, -0.420, 0.364, -0.780, -0.326, -0.372, 0.428, -0.293, 0.463, -0.790, -1.088, -0.253, -0.099, 0.233, -0.212, -0.293, 0.317, -0.590, -0.318, -0.274, 0.872, -0.387, 0.118, -0.910, -0.446, 0.217, -0.230, 0.271, 0.807, -0.191, 1.285, 0.122, 0.407, 0.311, -0.224, 0.441, 0.307, 1.030, 0.468, -0.109, 0.989, -0.014, -0.187, -0.086, -0.605, 0.396, -0.386, 0.468, 0.313, 0.283, -0.294, 0.304, -0.285, 0.332, -0.723, 0.355, 0.270, -0.243, -0.748, 0.139, 0.354, 0.302, -0.013, 0.652, -0.261, -0.806, -0.039, 0.289, 0.248, 1.107],
  "total_charge": -1,
  "homo_ha": -0.243,
  "total_energy_ev": -209627.3194,
  "lumo_energy_ha": 0.026,
  "relative_energy_kcal_mol": 154.9,
  "orbital_gap_ev": 7.3187
}